(1)
{
  "formula": "C35H45Cl2N4O2Y",
  "method": "ωB97M-V/def2-TZVPD",
  "symbols": ["Y", "C", "C", "C", "C", "C", "N", "C", "C", "C", "N", "C", "C", "C", "C", "C", "C", "C", "C", "N", "C", "C", "C", "N", "C", "C", "C", "C", "O", "C", "O", "H", "H", "H", "H", "H", "H", "H", "H", "H", "H", "H", "H", "H", "H", "H", "H", "H", "H", "H", "H", "H", "H", "H", "H", "H", "H", "H", "H", "C", "C", "C", "C", "C", "C", "C", "C", "C", "C", "H", "H", "H", "H", "H", "H", "H", "H", "H", "H", "H", "H", "H", "H", "H", "Cl", "C", "Cl", "H", "H"],
  "xyz": [[-1.139913, 0.031720, 0.743111], [-2.138173, 5.119251, -4.659605], [-1.642029, 4.014581, -3.766905], [-0.306797, 3.771040, -3.568906], [0.158340, 2.726361, -2.735462], [1.553547, 2.555016, -2.620744], [2.157715, 1.634917, -1.927702], [3.603075, 1.573440, -1.741873], [4.190908, 0.193203, -2.077491], [5.234312, -0.276295, -1.057935], [4.661339, -0.328269, 0.297131], [3.538965, -0.907128, 0.631302], [2.851335, -1.909190, -0.093507], [3.503234, -2.978106, -0.743840], [2.797602, -4.035372, -1.263538], [3.477123, -5.219039, -1.897093], [1.399355, -3.994023, -1.138761], [0.702408, -2.952197, -0.546724], [-0.751984, -3.067110, -0.513648], [-1.618661, -2.197493, -0.158679], [-3.015408, -2.663960, -0.195736], [-3.947806, -1.836998, -1.069599], [-4.231535, -0.431749, -0.544211], [-3.069490, 0.435900, -0.759581], [-3.185176, 1.286109, -1.705254], [-2.147013, 2.139805, -2.259517], [-2.538836, 3.158248, -3.113094], [-0.762606, 1.884846, -2.033138], [-0.346704, 0.947599, -1.259877], [1.424974, -1.844250, -0.018205], [0.888229, -0.789129, 0.458146], [-1.311351, 5.707424, -5.052366], [-2.801653, 5.791133, -4.114095], [-2.699700, 4.718932, -5.504255], [0.427333, 4.391338, -4.073122], [2.193568, 3.251476, -3.156643], [1.543322, 0.992370, -1.415064], [3.808101, 1.833110, -0.700556], [4.055369, 2.348053, -2.359643], [4.665360, 0.206648, -3.058216], [3.384837, -0.538085, -2.133133], [6.071337, 0.418442, -1.012298], [5.634159, -1.241981, -1.356690], [5.082067, 0.277096, 0.988227], [3.087766, -0.563103, 1.560301], [4.586175, -3.015687, -0.761756], [4.551642, -5.064807, -1.971704], [3.089264, -5.402232, -2.899506], [3.305967, -6.121908, -1.309599], [0.826180, -4.827094, -1.534433], [-1.118400, -4.034821, -0.867679], [-3.394515, -2.642860, 0.827175], [-3.051956, -3.704867, -0.528044], [-4.896506, -2.374585, -1.115405], [-3.562340, -1.773657, -2.090487], [-4.457457, -0.474048, 0.525299], [-5.110735, -0.027908, -1.053630], [-4.156124, 1.382336, -2.201555], [-3.601874, 3.300980, -3.284700], [-0.212543, -1.154965, 3.101156], [0.126019, 0.175194, 3.381133], [-1.061846, 0.939647, 3.426097], [-2.152261, 0.070134, 3.168091], [-1.626882, -1.242004, 2.970853], [-2.398219, -2.527621, 3.113718], [-3.613010, 0.406995, 3.331170], [-1.181192, 2.335664, 3.964894], [1.500988, 0.664900, 3.739868], [0.694152, -2.348336, 3.079634], [-2.288743, -2.897940, 4.136027], [-2.034827, -3.315917, 2.451220], [-3.465791, -2.387348, 2.945123], [-3.906092, 0.336781, 4.381749], [-4.256372, -0.277181, 2.777024], [-3.838274, 1.423995, 3.003491], [-1.135114, 2.305410, 5.056613], [-2.129414, 2.798179, 3.698902], [-0.365951, 2.980380, 3.634208], [1.451416, 1.391023, 4.551526], [2.018630, 1.152494, 2.907304], [2.123497, -0.163288, 4.080542], [0.686805, -2.859307, 4.045533], [1.726781, -2.072207, 2.861047], [0.378087, -3.076209, 2.329768], [-2.049610, 3.046707, 0.916047], [-0.472991, 3.860833, 0.961004], [0.823005, 2.662280, 1.137211], [-0.450558, 4.524725, 1.817001], [-0.339856, 4.393558, 0.026552]],
  "forces_ev_per_a": [[0.831, 0.246, 0.765], [-0.026, -0.028, 0.057], [0.054, 0.075, -0.079], [-0.004, -0.002, 0.004], [-0.138, -0.026, 0.032], [0.024, 0.004, -0.026], [0.030, -0.053, 0.024], [0.111, -0.065, -0.021], [-0.016, 0.038, 0.055], [-0.035, 0.037, -0.203], [-0.017, -0.064, 0.050], [-0.046, 0.049, 0.070], [-0.158, -0.037, -0.026], [0.001, -0.089, -0.042], [0.144, 0.028, -0.002], [-0.087, 0.013, 0.032], [-0.098, 0.117, 0.052], [-0.065, -0.054, -0.061], [-0.023, 0.037, -0.168], [0.037, -0.078, 0.082], [-0.143, 0.012, 0.015], [0.072, 0.069, 0.031], [-0.057, -0.092, -0.019], [-0.077, -0.032, 0.092], [-0.033, -0.036, -0.095], [0.009, -0.020, 0.002], [0.009, -0.059, 0.038], [0.031, 0.027, -0.042], [-0.044, 0.044, 0.066], [0.338, 0.014, -0.068], [0.015, -0.051, -0.163], [-0.002, 0.003, -0.010], [0.006, 0.011, -0.012], [0.006, -0.006, -0.006], [0.002, 0.000, 0.003], [0.027, -0.014, 0.016], [-0.053, 0.041, 0.014], [-0.034, 0.026, 0.000], [-0.022, 0.028, 0.017], [-0.013, 0.001, -0.009], [0.015, -0.005, -0.030], [0.007, -0.009, 0.029], [0.032, 0.003, 0.077], [0.007, 0.003, -0.004], [0.027, 0.011, 0.001], [-0.009, 0.013, 0.002], [0.006, -0.002, -0.001], [0.012, 0.003, -0.006], [0.019, -0.009, -0.009], [0.005, -0.007, 0.002], [0.040, -0.035, 0.040], [0.022, -0.008, -0.012], [0.052, -0.002, 0.014], [0.000, -0.009, -0.005], [-0.030, -0.009, -0.011], [0.005, 0.019, -0.003], [0.008, 0.048, 0.038], [0.000, 0.002, 0.008], [-0.002, -0.009, 0.012], [-0.535, -0.406, -0.223], [0.310, 0.067, -0.232], [-0.450, 0.060, -0.241], [-0.306, -0.118, -0.049], [-0.033, 0.009, 0.291], [0.117, 0.107, -0.010], [0.187, 0.052, 0.110], [0.063, -0.127, 0.009], [-0.102, -0.103, -0.102], [-0.004, 0.151, 0.009], [-0.035, -0.035, -0.007], [-0.031, -0.024, -0.001], [-0.007, -0.037, -0.019], [-0.056, 0.022, -0.013], [-0.021, 0.001, -0.001], [-0.040, -0.008, -0.010], [0.005, 0.035, 0.009], [0.003, 0.019, 0.014], [0.008, 0.037, 0.024], [0.042, 0.022, -0.004], [0.039, 0.004, 0.019], [0.011, 0.020, 0.041], [0.026, -0.015, 0.000], [0.017, -0.040, 0.015], [0.014, -0.023, 0.014], [-0.040, 0.097, -0.106], [-0.038, -0.043, -0.033], [0.094, 0.213, -0.117], [-0.014, -0.024, 0.021], [0.009, -0.023, -0.010]],
  "mulliken_charge": [0.01, -1.63, -0.06, -0.80, 0.23, -0.05, 0.45, -0.79, -0.38, -1.02, -0.06, -0.69, 0.04, -0.53, 0.09, -1.65, -0.98, 0.83, -0.55, 0.42, -0.66, -0.97, -0.67, 0.01, -0.76, 0.73, -0.44, 0.42, -0.50, 0.59, 0.34, 0.38, 0.37, 0.37, 0.41, 0.45, -0.38, 0.28, 0.54, 0.56, 0.24, 0.50, 0.30, 0.35, 0.48, 0.50, 0.39, 0.39, 0.36, 0.57, 0.28, -0.01, 0.61, 0.48, 0.31, 0.04, 0.57, 0.36, 0.56, 0.30, 1.00, 1.19, 0.48, 0.84, -1.66, -1.99, -1.69, -1.81, -1.64, 0.36, 0.28, 0.54, 0.41, 0.34, 0.33, 0.41, 0.40, 0.35, 0.43, 0.08, 0.43, 0.40, 0.40, 0.29, 0.00, -0.62, -0.03, 0.52, 0.44],
  "relative_energy_kj_mol": 0.00,
  "orbital_gap_ev": 5.9680,
  "total_energy_ev": -73160.7814,
  "fmax_ha_per_bohr": 0.022,
  "total_charge": 2
}

=====

(2)
{
  "formula": "C35H45ClIN5OS2SbSi3V",
  "method": "ωB97M-V/def2-TZVPD",
  "symbols": ["V", "C", "Sb", "C", "C", "C", "C", "C", "C", "N", "Si", "C", "C", "C", "C", "C", "C", "C", "C", "C", "N", "Si", "C", "C", "C", "Si", "C", "C", "C", "H", "H", "H", "H", "H", "H", "H", "H", "H", "H", "H", "H", "H", "H", "H", "H", "H", "H", "H", "H", "H", "H", "H", "H", "H", "H", "H", "H", "H", "H", "H", "H", "H", "H", "H", "H", "H", "H", "Cl", "C", "C", "C", "I", "C", "O", "C", "N", "C", "C", "C", "C", "H", "H", "H", "H", "S", "C", "C", "N", "C", "H", "H", "H", "S", "C", "N"],
  "xyz": [[-0.101687, 0.493208, -1.009242], [0.439014, -0.771242, 3.430480], [0.219205, -1.540421, 1.423746], [-0.795007, 0.379424, 0.754015], [-0.153135, 1.668226, 1.149998], [-0.261108, 2.429652, 2.300899], [0.485003, 3.598318, 2.371324], [1.292861, 3.988733, 1.310178], [1.322425, 3.201208, 0.177814], [0.609330, 2.077508, 0.125620], [-2.751995, 0.420411, 0.800259], [-3.167561, -0.408694, 2.411963], [-3.232071, 2.207581, 0.769570], [-3.891556, -2.856267, -0.625432], [2.306668, -1.510847, 0.540565], [2.688601, -0.740157, -0.688429], [3.978570, -0.928452, -1.223787], [4.431050, -0.215405, -2.307456], [3.595029, 0.721022, -2.915549], [2.336972, 0.848820, -2.401279], [1.895978, 0.138222, -1.337639], [3.521719, -0.914996, 1.944393], [3.140948, 0.894745, 2.269118], [3.364940, -2.055216, 3.427262], [5.348726, -0.878747, 1.536870], [2.588621, -3.428919, 0.168310], [2.149972, -3.778845, -1.610371], [4.336527, -4.032274, 0.457686], [1.506871, -4.504975, 1.259411], [-0.324876, -0.008930, 3.569064], [1.401881, -0.366471, 3.709552], [0.198341, -1.603839, 4.092623], [-0.900828, 2.126244, 3.117736], [0.434062, 4.211931, 3.261608], [1.874993, 4.897536, 1.354656], [1.910966, 3.458610, -0.693206], [-2.557788, 0.048859, 3.196463], [-2.968118, -1.482078, 2.424322], [-4.211938, -0.247237, 2.687252], [-2.859675, 2.784234, 1.615176], [-4.324651, 2.243331, 0.791862], [-2.884844, 2.696755, -0.143408], [-2.886350, -3.006341, -0.221430], [-3.854358, -2.915118, -1.712433], [-4.530338, -3.664967, -0.268294], [4.627365, -1.652109, -0.760691], [5.431636, -0.384398, -2.683676], [3.906887, 1.306292, -3.767613], [1.611413, 1.521043, -2.856491], [2.084533, 1.155570, 2.264119], [3.643601, 1.496086, 1.506003], [3.554959, 1.198542, 3.234431], [2.429744, -2.603435, 3.523542], [3.500932, -1.486223, 4.350341], [4.170728, -2.790837, 3.391083], [5.618417, -0.103063, 0.820058], [5.789988, -1.822568, 1.225925], [5.824420, -0.605693, 2.485885], [2.647713, -3.125252, -2.328774], [1.076629, -3.740646, -1.792478], [2.472031, -4.801186, -1.827435], [5.086351, -3.625712, -0.221071], [4.297183, -5.108498, 0.263829], [4.688492, -3.909445, 1.480914], [0.452068, -4.498717, 0.985699], [1.593284, -4.301812, 2.328777], [1.866916, -5.527734, 1.112948], [-6.366427, 0.125376, -4.803845], [-4.928252, 0.358260, -3.886858], [-3.856955, 0.975644, -4.531930], [-2.712262, 1.212767, -3.815616], [-1.040380, 2.037467, -4.734606], [-2.637512, 0.825142, -2.475543], [-1.511679, 1.070027, -1.778637], [-3.676657, 0.122514, -1.835543], [-3.552524, -0.374662, -0.532951], [-4.455673, -1.514317, -0.183200], [-5.834786, -1.298082, -0.732827], [-6.017378, -0.651619, -1.874241], [-4.869826, -0.069132, -2.565189], [-3.946743, 1.254835, -5.571351], [-4.542529, -1.528063, 0.899471], [-6.665376, -1.734151, -0.192276], [-6.999115, -0.528204, -2.307337], [-0.909785, 6.740554, -1.873951], [-1.460089, 6.749089, -0.258629], [-1.663435, 5.474527, 0.162075], [-1.387697, 4.493072, -0.757710], [-0.987628, 5.032881, -1.873525], [-1.620198, 7.666258, 0.283395], [-2.036840, 5.200584, 1.138572], [-0.728284, 4.462470, -2.754478], [-1.453772, -3.073607, -3.309874], [-0.874877, -2.035967, -2.318426], [-0.359955, -1.257985, -1.542138]],
  "forces_ev_per_a": [[-0.440, -0.429, 0.525], [-0.037, -0.112, 0.033], [-0.028, 0.109, -0.161], [0.086, -0.183, -0.181], [0.037, 0.089, -0.066], [0.000, 0.012, 0.048], [-0.019, -0.001, 0.016], [0.021, -0.008, -0.010], [-0.013, 0.004, 0.038], [0.029, 0.096, -0.231], [0.096, 0.135, 0.243], [-0.018, 0.037, 0.021], [0.016, -0.031, -0.119], [0.053, -0.027, -0.027], [0.062, 0.026, 0.079], [0.012, -0.034, -0.111], [-0.030, 0.008, -0.041], [-0.005, 0.004, 0.008], [0.022, -0.039, -0.004], [-0.128, -0.052, -0.005], [-0.106, 0.113, 0.174], [-0.002, 0.013, 0.014], [-0.013, -0.006, 0.012], [0.003, 0.010, 0.003], [-0.012, 0.034, 0.012], [-0.002, -0.024, 0.008], [0.018, -0.036, -0.015], [0.007, 0.042, -0.025], [0.006, 0.008, 0.011], [-0.011, -0.020, -0.013], [0.055, 0.051, -0.025], [0.029, -0.001, 0.002], [0.008, -0.013, -0.012], [0.000, -0.002, -0.001], [0.000, -0.001, -0.003], [-0.007, 0.007, -0.006], [-0.033, 0.009, 0.007], [0.014, 0.007, 0.015], [0.011, -0.028, 0.002], [-0.003, -0.032, 0.022], [-0.003, 0.002, -0.021], [-0.032, 0.066, 0.071], [-0.004, -0.007, -0.009], [0.018, 0.000, -0.022], [-0.005, 0.004, -0.001], [0.012, -0.019, 0.018], [-0.005, -0.001, 0.000], [-0.007, 0.001, 0.000], [0.015, 0.021, 0.008], [0.021, -0.012, 0.034], [-0.013, -0.003, -0.001], [0.008, 0.006, -0.012], [-0.031, 0.014, 0.001], [0.006, 0.007, -0.005], [-0.016, -0.001, 0.010], [-0.005, -0.014, -0.013], [0.000, -0.049, -0.011], [0.010, -0.009, -0.015], [-0.013, -0.006, 0.007], [-0.030, 0.026, 0.012], [-0.011, 0.011, -0.026], [0.011, 0.004, 0.012], [0.011, 0.004, 0.002], [0.002, 0.013, 0.012], [0.002, -0.012, -0.006], [-0.012, 0.004, 0.015], [0.000, 0.000, 0.012], [-0.008, -0.005, -0.003], [-0.002, 0.028, -0.047], [-0.047, -0.020, -0.017], [0.066, 0.034, 0.060], [-0.020, 0.016, -0.017], [-0.115, -0.142, 0.194], [0.620, 0.110, -0.260], [0.088, 0.016, 0.043], [-0.134, -0.109, -0.145], [-0.045, 0.040, 0.016], [-0.002, -0.038, 0.039], [0.026, 0.018, -0.040], [-0.022, -0.039, 0.045], [0.018, 0.003, 0.001], [0.037, -0.003, -0.015], [0.000, 0.002, -0.005], [0.005, 0.000, -0.005], [-0.007, -0.027, 0.001], [0.005, 0.014, -0.004], [-0.037, -0.038, 0.012], [0.018, 0.013, -0.061], [0.031, 0.061, 0.016], [0.001, -0.001, -0.005], [0.010, 0.004, -0.008], [-0.007, -0.001, 0.001], [-0.012, 0.019, -0.055], [0.169, -0.038, 0.013], [-0.242, 0.299, -0.062]],
  "mulliken_charge": [-0.97, -1.48, 0.50, 1.69, -0.80, 0.00, -0.83, -1.12, -0.49, 0.87, -0.42, -1.40, -0.79, -1.03, 2.41, -2.02, -0.81, -1.01, -1.38, -0.39, 1.62, 0.39, -0.71, -1.08, -1.25, 0.68, -0.99, -1.17, -1.32, 0.36, 0.37, 0.62, 0.49, 0.52, 0.60, 0.58, 0.42, 0.37, 0.45, 0.36, 0.56, 0.15, 0.03, 0.19, 0.53, 0.49, 0.54, 0.55, 0.25, -0.02, 0.38, 0.57, 0.25, 0.44, 0.43, 0.36, 0.39, 0.47, 0.33, 0.01, 0.52, 0.41, 0.52, 0.33, 0.37, 0.36, 0.50, -0.21, 0.81, -0.40, 0.00, 0.05, -0.25, 0.19, -0.46, 0.75, 0.12, -0.97, -1.31, 0.38, 0.49, 0.35, 0.51, 0.51, -0.13, -0.33, -0.63, 0.11, -0.12, 0.45, 0.38, 0.18, -0.20, 0.46, -0.49],
  "relative_energy_kj_mol": 130.07,
  "orbital_gap_ev": 5.3577,
  "total_energy_ev": -144664.3212,
  "fmax_ha_per_bohr": 0.016,
  "total_charge": 2
}